Density functional theory data (ωB97M-V with the def2-TZVPD basis set) for a cluster of 9 separate species, C34H70N2O9 in total in a non-equilibrium geometry.

## Properties
Orbital gap   9.3013 eV
LUMO level   0.704 eV
ΔE to the lowest compared entry with this formula, charge and spin   55.0 kcal per mole
HOMO energy   -8.597 eV
SMILES string   CN(C)C=O.CN(C)C=O.C1CCOC1.C1CCOC1.C1CCOC1.C1CCOC1.C1CCOC1.C1CCOC1.C1CCOC1

Atoms and positions in Å:
C -0.471 1.140 3.715
C 0.722 1.476 4.648
C 1.279 0.080 5.004
O 0.159 -0.881 4.814
C -0.536 -0.428 3.664
H -0.357 1.584 2.757
H -1.457 1.567 4.005
H 0.395 2.023 5.485
H 1.416 2.138 4.202
H 1.465 -0.062 6.038
H 2.087 -0.238 4.377
H -1.591 -0.780 3.656
H 0.016 -0.751 2.770
C -3.816 3.500 0.805
C -5.005 2.622 1.083
C -4.347 1.392 1.749
O -3.106 1.257 1.072
C -2.571 2.573 1.070
H -3.799 4.365 1.459
H -3.829 3.912 -0.239
H -5.630 2.347 0.251
H -5.673 3.089 1.781
H -4.824 0.390 1.604
H -4.270 1.530 2.826
H -1.868 2.592 0.190
H -1.972 2.733 2.014
C 1.990 0.979 -7.024
C 3.183 1.332 -6.234
C 2.716 1.182 -4.801
O 1.870 0.032 -4.842
C 1.348 -0.118 -6.181
H 2.280 0.618 -8.004
H 1.329 1.962 -7.116
H 3.559 2.339 -6.304
H 4.085 0.700 -6.388
H 2.126 2.088 -4.562
H 3.550 0.972 -4.111
H 0.265 -0.080 -6.359
H 1.727 -1.046 -6.594
C -4.342 -0.579 -1.514
C -2.936 -0.071 -1.977
C -3.210 1.219 -2.735
O -4.557 1.108 -3.181
C -5.353 0.341 -2.198
H -4.377 -0.519 -0.417
H -4.516 -1.691 -1.721
H -2.499 -0.895 -2.645
H -2.381 0.160 -1.079
H -2.582 1.445 -3.611
H -3.117 2.052 -2.055
H -6.106 -0.115 -2.835
H -5.930 0.999 -1.535
C -2.859 -5.803 1.609
C -2.638 -4.521 2.491
C -2.808 -3.420 1.478
O -2.424 -3.969 0.186
C -3.123 -5.256 0.231
H -3.658 -6.394 2.025
H -1.985 -6.406 1.754
H -1.561 -4.533 2.899
H -3.368 -4.380 3.197
H -2.216 -2.498 1.547
H -3.853 -3.056 1.517
H -2.845 -5.808 -0.658
H -4.198 -5.088 0.212
C 5.455 -1.443 0.829
C 6.105 -0.718 -0.353
C 6.668 0.472 0.402
O 5.977 0.640 1.575
C 4.938 -0.308 1.695
H 6.190 -2.100 1.324
H 4.594 -2.100 0.571
H 5.274 -0.497 -1.143
H 6.944 -1.296 -0.810
H 6.826 1.402 -0.186
H 7.669 0.175 0.600
H 3.918 0.030 1.467
H 4.866 -0.594 2.758
C -1.315 4.109 -2.366
C -0.467 5.113 -1.517
C 0.913 4.583 -1.764
O 0.922 3.928 -3.125
C -0.438 3.876 -3.605
H -2.253 4.551 -2.680
H -1.567 3.216 -1.832
H -0.801 5.126 -0.469
H -0.592 6.106 -1.787
H 1.168 3.823 -0.977
H 1.663 5.367 -1.713
H -0.624 2.847 -4.000
H -0.628 4.539 -4.483
C 1.097 -2.929 3.156
O 1.565 -2.579 2.083
N 1.890 -3.397 4.151
C 1.432 -3.740 5.472
C 3.259 -3.672 3.782
H 0.058 -2.749 3.328
H 2.058 -3.163 6.181
H 1.529 -4.825 5.705
H 0.354 -3.476 5.440
H 3.422 -4.741 3.579
H 3.446 -3.153 2.835
H 3.836 -3.298 4.577
C 0.988 0.481 0.384
O 0.805 1.690 0.596
N 0.931 -0.036 -0.852
C 1.103 -1.483 -0.977
C 0.773 0.769 -2.065
H 1.204 -0.258 1.128
H 2.075 -1.741 -1.353
H 0.304 -1.859 -1.592
H 0.939 -1.971 -0.006
H 0.026 0.452 -2.742
H 0.741 1.837 -1.853
H 1.759 0.545 -2.632

***

Density functional theory data (ωB97M-V with the def2-TZVPD basis set) for a structure of composition C34H71AsF6O18PS7 in a non-equilibrium geometry.

## Properties
Orbital gap   9.3844 eV
LUMO level   1.553 eV
Charge   -1
HOMO energy   -7.831 eV

Atoms and positions in Å:
As -0.435 0.151 0.435
F 0.885 -0.965 0.732
F -0.318 0.842 2.036
F -1.760 1.233 0.062
F -0.511 -0.476 -1.204
F -1.656 -0.939 1.090
F 0.766 1.335 -0.073
C 0.276 1.686 -3.121
C -0.704 2.810 -2.750
C 0.045 4.010 -2.158
S 1.808 3.869 -2.660
O 2.632 3.546 -1.508
O 2.169 4.994 -3.493
C 1.578 2.296 -3.634
H -0.165 1.003 -3.846
H 0.545 1.096 -2.240
H -1.442 2.571 -1.985
H -1.292 3.072 -3.629
H 0.069 3.987 -1.075
H -0.326 4.931 -2.593
H 2.505 1.731 -3.594
H 1.408 2.608 -4.669
C -2.823 5.042 3.064
C -1.949 3.836 2.696
C -0.944 4.251 1.618
S -1.405 5.939 1.116
O -1.405 6.031 -0.316
O -0.617 6.853 1.896
C -3.073 5.816 1.794
H -2.319 5.691 3.781
H -3.761 4.671 3.480
H -2.639 3.087 2.299
H -1.453 3.364 3.543
H -1.093 3.534 0.812
H 0.080 4.282 1.979
H -3.705 5.370 1.024
H -3.424 6.845 1.883
C -2.928 -0.912 -3.205
C -3.707 -0.583 -1.911
C -4.096 0.900 -1.932
S -4.657 1.139 -3.638
O -4.020 2.331 -4.155
O -6.095 0.958 -3.764
C -3.815 -0.319 -4.328
H -2.842 -1.985 -3.336
H -2.015 -0.328 -3.118
H -3.034 -0.757 -1.067
H -4.532 -1.273 -1.737
H -3.187 1.490 -1.849
H -4.816 1.286 -1.216
H -3.285 -0.023 -5.229
H -4.604 -1.039 -4.538
C 2.284 2.401 2.744
C 3.296 1.254 2.871
C 3.671 1.163 4.347
S 3.995 2.877 4.790
O 5.278 3.309 4.287
O 3.648 3.156 6.182
C 2.696 3.538 3.708
H 1.327 2.002 3.080
H 2.086 2.710 1.720
H 4.149 1.327 2.195
H 2.826 0.304 2.599
H 4.495 0.523 4.659
H 2.817 0.787 4.917
H 3.080 4.449 3.257
H 1.849 3.730 4.364
C 5.246 -1.665 -0.971
C 3.761 -1.380 -0.749
C 3.437 0.058 -1.173
S 4.797 0.586 -2.293
O 5.718 1.447 -1.577
O 4.352 0.921 -3.650
C 5.512 -1.127 -2.355
H 5.491 -2.723 -0.847
H 5.884 -1.198 -0.214
H 3.388 -1.663 0.234
H 3.216 -2.037 -1.435
H 3.338 0.818 -0.401
H 2.513 0.075 -1.750
H 6.559 -1.062 -2.639
H 4.840 -1.620 -3.060
C -1.338 0.762 5.213
C -1.802 -0.519 4.547
C -0.594 -1.499 4.536
S 0.082 -1.317 6.192
O 1.536 -1.345 6.241
O -0.633 -2.228 7.053
C -0.467 0.420 6.402
H -2.178 1.422 5.436
H -0.757 1.296 4.456
H -2.154 -0.394 3.525
H -2.545 -1.081 5.122
H 0.149 -1.094 3.843
H -0.847 -2.514 4.249
H 0.439 1.023 6.477
H -0.903 0.484 7.400
C -4.016 -3.111 3.061
C -4.975 -1.917 2.999
C -5.404 -1.642 1.554
S -5.331 -3.240 0.763
O -4.323 -3.268 -0.286
O -6.688 -3.674 0.499
C -4.728 -4.170 2.190
H -3.912 -3.524 4.061
H -3.064 -2.788 2.637
H -4.611 -1.049 3.555
H -5.854 -2.145 3.616
H -4.657 -1.018 1.057
H -6.387 -1.212 1.394
H -4.217 -5.110 2.006
H -5.698 -4.430 2.623
C 5.333 -4.566 -4.431
C 4.219 -5.187 -3.597
O 3.071 -5.371 -4.435
P 1.732 -4.514 -4.259
O 0.922 -4.399 -5.473
O 2.309 -3.110 -3.689
C 2.120 -1.883 -4.422
C 0.695 -1.361 -4.304
O 1.103 -5.167 -2.936
C -0.109 -4.566 -2.452
C 0.184 -3.924 -1.120
H 5.730 -5.225 -5.201
H 4.953 -3.655 -4.895
H 6.160 -4.329 -3.755
H 4.535 -6.198 -3.336
H 4.031 -4.547 -2.737
H 2.833 -1.135 -4.070
H 2.416 -2.076 -5.456
H 0.642 -0.458 -4.921
H -0.054 -2.094 -4.588
H 0.434 -0.985 -3.312
H -0.558 -3.851 -3.144
H -0.928 -5.270 -2.285
H -0.767 -3.620 -0.664
H 0.713 -4.516 -0.374
H 0.697 -2.959 -1.175

***

Density functional theory data (ωB97M-V with the def2-TZVPD basis set) for a structure of composition C34H72AsF6N10O2 in a non-equilibrium geometry.

## Properties
Orbital gap   9.8578 eV
LUMO level   -10.057 eV
ΔE to the lowest compared entry with this formula, charge and spin   136.1 kcal per mole
Charge   +5
HOMO energy   -19.915 eV

Atoms and positions in Å:
As 5.430 -11.163 2.074
F 5.713 -9.965 3.342
F 4.725 -12.193 3.312
F 5.069 -12.400 0.772
F 6.056 -10.025 0.831
F 6.983 -11.823 2.348
F 3.788 -10.432 1.806
C 5.945 -17.505 2.972
C 4.740 -17.899 2.135
N 3.982 -16.723 1.901
C 4.393 -15.610 1.150
C 3.349 -14.666 1.220
N 2.298 -15.196 1.979
C 2.844 -16.392 2.461
C 1.047 -14.548 2.275
H 5.850 -17.223 4.021
H 6.508 -16.729 2.453
H 6.522 -18.429 3.011
H 4.083 -18.652 2.570
H 4.961 -18.559 1.295
H 5.312 -15.511 0.590
H 3.216 -13.750 0.663
H 2.383 -17.034 3.197
H 1.079 -13.515 2.620
H 0.471 -15.026 3.067
H 0.303 -14.438 1.486
C 9.313 -10.389 0.172
C 9.069 -11.999 -0.066
N 9.804 -12.479 -1.197
C 9.451 -13.584 -1.780
C 10.304 -13.875 -2.834
N 11.281 -12.898 -2.798
C 10.965 -11.992 -1.734
C 12.520 -12.871 -3.534
H 8.981 -9.755 -0.651
H 10.325 -10.080 0.435
H 8.750 -10.068 1.048
H 8.012 -12.263 -0.039
H 9.444 -12.572 0.782
H 8.652 -14.188 -1.377
H 10.411 -14.746 -3.464
H 11.511 -11.150 -1.336
H 13.292 -13.436 -3.011
H 12.837 -11.873 -3.836
H 12.293 -13.420 -4.448
C 8.069 -11.179 5.857
C 8.648 -10.491 4.688
N 9.874 -11.284 4.321
C 9.884 -12.468 3.684
C 11.186 -12.870 3.571
N 12.018 -11.853 4.042
C 11.163 -11.017 4.764
C 13.498 -11.760 4.122
H 8.546 -10.965 6.813
H 8.069 -12.269 5.820
H 7.016 -10.948 6.017
H 8.883 -9.437 4.836
H 8.052 -10.458 3.776
H 8.900 -12.880 3.515
H 11.557 -13.834 3.256
H 11.437 -10.096 5.257
H 13.900 -12.766 4.240
H 13.864 -11.254 5.015
H 13.938 -11.272 3.253
C 5.737 -14.368 -2.924
C 4.620 -13.535 -3.469
N 4.675 -12.163 -3.102
C 5.713 -11.218 -3.208
C 5.227 -10.039 -2.632
N 3.950 -10.158 -2.205
C 3.541 -11.486 -2.601
C 3.024 -9.146 -1.551
H 5.625 -14.812 -1.936
H 6.652 -13.777 -2.893
H 5.899 -15.276 -3.504
H 3.658 -14.013 -3.285
H 4.672 -13.519 -4.558
H 6.571 -11.480 -3.810
H 5.765 -9.107 -2.536
H 2.595 -11.933 -2.335
H 3.325 -9.024 -0.511
H 1.994 -9.484 -1.665
H 3.105 -8.142 -1.969
C 1.742 -7.827 5.878
N 2.850 -8.497 4.998
C 2.717 -7.959 3.535
C 4.249 -7.928 5.520
C 2.843 -10.099 4.948
C 1.664 -10.814 4.334
O 0.480 -10.462 5.077
H 2.039 -8.247 6.839
H 0.766 -8.136 5.505
H 1.743 -6.737 5.871
H 2.973 -6.908 3.665
H 1.693 -8.146 3.209
H 3.438 -8.359 2.823
H 4.544 -8.490 6.406
H 4.351 -6.853 5.672
H 4.977 -8.320 4.810
H 3.097 -10.417 5.960
H 3.758 -10.345 4.408
H 1.502 -11.862 4.586
H 1.533 -10.674 3.260
H -0.268 -10.945 4.717
C 5.284 -5.234 2.738
N 5.745 -5.503 1.244
C 5.380 -6.913 0.811
C 5.055 -4.576 0.202
C 7.276 -5.081 1.076
C 8.335 -6.083 1.546
O 7.877 -6.769 2.702
H 4.195 -5.172 2.726
H 5.638 -4.255 3.062
H 5.664 -5.987 3.428
H 4.338 -6.857 0.497
H 5.456 -7.598 1.656
H 6.147 -7.301 0.140
H 5.500 -4.739 -0.779
H 5.138 -3.513 0.429
H 4.000 -4.824 0.320
H 7.185 -4.104 1.549
H 7.414 -4.947 0.003
H 9.210 -5.550 1.918
H 8.568 -6.844 0.801
H 8.147 -6.407 3.550

***

> Which of these has the lowest HOMO energy?

C34H72AsF6N10O2